1.
The following is a quantum chemistry calculation of C42H41NO3P2PtS as an isolated structure in a non-equilibrium geometry, from the Open Molecules 2025 dataset.

The geometry in XYZ format:
```
91
Properties=species:S:1:pos:R:3
Pt -1.7083 0.9177 2.1804
C -0.5870 2.0806 4.4259
C 0.0204 1.8319 3.1735
C 1.2428 0.9065 3.1580
C 0.9629 -0.5039 2.6152
C -0.5059 -0.8274 2.5050
C -1.3345 -0.7372 3.6821
C -0.7701 -0.4024 5.0420
C -0.7758 1.1074 5.4782
C -3.3588 -0.0410 1.5046
H -0.7620 3.1154 4.7035
H 0.1623 2.7519 2.5850
H 1.6526 0.8209 4.1720
H 2.0216 1.3868 2.5543
H 1.4339 -0.6588 1.6334
H 1.4353 -1.2247 3.2977
H -0.8348 -1.5403 1.7422
H -2.2953 -1.2706 3.6794
H 0.2722 -0.7542 5.1412
H -1.3885 -0.9382 5.7894
H -1.7316 1.2720 6.0166
H 0.0064 1.2574 6.2587
H -4.1251 0.0557 2.3098
H -3.1368 -1.1026 1.3128
H -3.7745 0.4359 0.5873
P 1.9368 0.5275 -3.5486
P 1.1139 -2.0285 -3.8665
C 3.2479 -0.6500 -3.1424
C 2.8871 -1.9258 -3.4518
C 2.7568 1.4232 -4.9270
C 4.1503 1.4540 -5.0868
C 4.7260 2.2202 -6.1078
C 3.9085 2.8770 -7.0336
C 2.5144 2.7451 -6.9497
C 1.9368 2.0275 -5.9007
C 1.8980 1.5895 -2.0655
C 1.2234 1.0226 -0.9670
C 1.0579 1.7707 0.1870
C 1.6121 3.0480 0.3151
C 2.3272 3.5880 -0.7621
C 2.4369 2.8804 -1.9660
C 1.1880 -3.2241 -5.2903
C 1.7591 -2.7505 -6.4892
C 2.0025 -3.6160 -7.5596
C 1.6549 -4.9730 -7.4556
C 1.0313 -5.4436 -6.2925
C 0.7724 -4.5630 -5.2317
C 0.5591 -3.1109 -2.5201
C -0.8133 -3.4273 -2.4766
C -1.2532 -4.4194 -1.6019
C -0.3448 -5.0432 -0.7332
C 0.9922 -4.6351 -0.6979
C 1.4361 -3.6297 -1.5584
H 4.1834 -0.2954 -2.7053
H 3.4752 -2.8472 -3.4134
H 4.7924 0.8722 -4.4284
H 5.8102 2.2964 -6.1802
H 4.3575 3.4803 -7.8244
H 1.8795 3.2070 -7.7038
H 0.8531 1.9189 -5.8261
H 0.8054 0.0108 -1.0155
H 0.4526 1.3581 0.9997
H 1.4763 3.6171 1.2391
H 2.7877 4.5709 -0.6532
H 2.9326 3.3323 -2.8259
H 2.0373 -1.6982 -6.5620
H 2.4731 -3.2340 -8.4702
H 1.8718 -5.6501 -8.2829
H 0.7539 -6.4995 -6.2126
H 0.2651 -4.9410 -4.3457
H -1.5107 -2.9169 -3.1458
H -2.3028 -4.7149 -1.6060
H -0.6831 -5.8405 -0.0717
H 1.6989 -5.0984 -0.0100
H 2.4687 -3.2841 -1.4987
O -3.4425 -0.2156 6.7932
S -4.5337 0.2390 5.9546
O -5.7740 -0.4766 5.9848
N -4.0155 0.5752 4.4388
C -3.7295 1.8631 4.2306
O -2.9911 2.3167 3.2766
C -4.2658 2.7336 5.2997
C -4.1372 4.1112 5.4763
C -4.6521 4.6751 6.6511
C -5.1492 3.8648 7.6899
C -5.1092 2.4703 7.5684
C -4.7571 1.9493 6.3311
H -3.6327 4.6869 4.7026
H -4.6321 5.7562 6.7813
H -5.5541 4.3208 8.5916
H -5.3422 1.8134 8.4045
```

- LUMO (spin up / spin down): -6.328 / -9.349 eV
- Molecular weight: 896.89 g mol⁻¹
- Total energy: -84487.9356 eV
- Gap between HOMO and LUMO (spin up / spin down): 5.89 / 4.22 eV
- ΔE to the lowest compared entry with this formula, charge and spin: 131.8 kJ/mol
- Spin multiplicity: 5
- Charge: +2

2.
The following is a quantum chemistry calculation of C42H42BF2N8SSr as an isolated structure in a non-equilibrium geometry, from the Open Molecules 2025 dataset.

The geometry in XYZ format:
```
97
Properties=species:S:1:pos:R:3
Sr 0.0505 0.1746 0.3010
C -1.2761 1.7351 5.2801
C -1.0468 1.2660 3.8476
C -2.3715 1.1455 3.0967
C -0.2434 -0.0064 3.8154
C 0.3409 -0.6910 4.8933
C 1.0882 -1.6902 4.3072
N 0.9418 -1.6091 2.9761
N 0.1048 -0.5838 2.6618
B 1.7381 -2.4619 1.9447
N 0.8184 -3.2504 0.9994
C 0.7623 -4.5907 0.8973
C -0.1148 -4.9074 -0.1159
C -0.5739 -3.6601 -0.5864
N -0.0083 -2.6665 0.0929
C -1.4942 -3.3781 -1.7383
C -0.6822 -3.0856 -3.0041
C -2.4774 -4.5194 -1.9720
N 2.7335 -1.5889 1.1256
C 4.0689 -1.5869 1.2757
C 4.6047 -0.6454 0.4254
C 3.4912 -0.0952 -0.2309
N 2.3688 -0.6786 0.1825
C 3.4599 1.0221 -1.2312
C 4.0281 0.5673 -2.5792
C 4.2014 2.2498 -0.7010
H -1.8179 2.6831 5.2800
H -1.8700 1.0062 5.8421
H -0.3308 1.8860 5.8057
H -0.4394 2.0193 3.3338
H -2.9828 0.3365 3.5058
H -2.9360 2.0781 3.1720
H -2.2287 0.9479 2.0354
H 0.2570 -0.4787 5.9462
H 1.7209 -2.4453 4.7456
H 2.3962 -3.2508 2.5814
H 1.3530 -5.2180 1.5457
H -0.3865 -5.8915 -0.4629
H -2.0531 -2.4778 -1.4866
H -0.0425 -3.9388 -3.2531
H -1.3429 -2.8885 -3.8530
H -0.0430 -2.2106 -2.8615
H -1.9598 -5.4242 -2.3074
H -3.0285 -4.7605 -1.0613
H -3.1984 -4.2429 -2.7452
H 4.5427 -2.2475 1.9858
H 5.6439 -0.3780 0.3148
H 2.4101 1.2991 -1.3682
H 5.0845 0.3057 -2.4700
H 3.5007 -0.3116 -2.9570
H 3.9545 1.3660 -3.3238
H 5.2671 2.0282 -0.5840
H 4.1037 3.0844 -1.4006
H 3.8047 2.5609 0.2677
S 0.3301 5.7022 -0.0463
C -1.0153 5.3837 -1.0865
C -1.7293 6.2542 -1.9059
C -2.7835 5.7427 -2.6441
C -3.1235 4.3874 -2.5595
C -2.4130 3.5267 -1.7437
C -1.3415 4.0264 -1.0038
N -0.5438 3.2739 -0.1488
C 0.3620 3.9939 0.4276
C 1.3711 3.4870 1.3849
C 2.1957 4.3995 2.0576
C 3.1505 3.9386 2.9450
C 3.2617 2.5632 3.1484
C 2.4248 1.6870 2.4657
C 1.4340 2.0916 1.5415
H -1.4691 7.3043 -1.9644
H -3.3533 6.4008 -3.2896
H -3.9551 4.0050 -3.1399
H -2.6660 2.4776 -1.6557
H 2.0880 5.4691 1.8957
H 3.7929 4.6330 3.4727
H 4.0055 2.1783 3.8410
H 2.5648 0.6244 2.6691
F -5.7391 -0.9283 0.5758
C -4.7556 -0.5540 -0.2832
C -3.4367 -0.6153 0.1119
C -2.3869 -0.2514 -0.7520
C -2.7651 0.1184 -2.0590
C -4.1127 0.2282 -2.3935
F -4.4935 0.7282 -3.6088
C -5.1376 -0.0980 -1.5316
C -1.6958 0.2878 -3.0931
C -1.9230 -0.0675 -4.4298
C -0.8992 0.0111 -5.3522
C 0.3471 0.4566 -4.9400
C 0.4940 0.7890 -3.6084
N -0.4796 0.7058 -2.6992
H -3.2375 -0.9603 1.1256
H -6.1748 0.0048 -1.8177
H -2.8962 -0.4281 -4.7279
H -1.0702 -0.2797 -6.3821
H 1.1827 0.5372 -5.6224
H 1.4497 1.1500 -3.2477
```

- LUMO: 2.463 eV
- Molecular weight: 827.35 g mol⁻¹
- Total energy: -73945.4824 eV
- Gap between HOMO and LUMO: 7.12 eV
- ΔE to the lowest compared entry with this formula, charge and spin: 37.1 kJ/mol
- Charge: -1

3.
The following is a quantum chemistry calculation of a 3-piece molecular cluster, C42H43BF8N2O3 overall in a non-equilibrium geometry, from the Open Molecules 2025 dataset.

The geometry in XYZ format:
```
99
Properties=species:S:1:pos:R:3
C -3.7366 -6.8485 0.3399
N -3.3030 -5.4815 0.4779
C -2.0468 -5.1581 0.0415
O -1.1552 -5.9405 -0.2640
C -1.9519 -3.6444 0.0648
C -1.7031 -3.1023 -1.3341
C -0.2271 -2.9265 -1.5346
C 0.5877 -3.6653 -2.3991
F 0.0104 -4.5608 -3.2435
C 1.9772 -3.5162 -2.3729
F 2.7525 -4.2379 -3.2066
C 2.5904 -2.6046 -1.5054
F 3.9315 -2.4279 -1.5000
C 1.7836 -1.8478 -0.6699
F 2.3263 -0.9131 0.1528
C 0.4205 -2.0409 -0.6863
F -0.3158 -1.5041 0.3466
N -3.2402 -3.2635 0.6761
C -3.5331 -1.9883 1.0259
C -4.7849 -1.4407 0.7969
C -5.0528 -0.0768 0.8080
C -6.4081 0.3969 0.6229
C -6.7924 1.6835 0.1514
C -8.0907 1.9044 -0.3009
C -9.0462 0.8731 -0.2787
C -8.7308 -0.3506 0.3391
C -7.4641 -0.5304 0.8824
C -4.2157 -4.3431 0.4871
C -4.9226 -4.2471 -0.8830
C -5.2775 -4.5224 1.5940
H -2.9408 -7.4628 0.7728
H -4.6691 -6.9688 0.8895
H -3.8947 -7.1229 -0.7170
H -1.1364 -3.3830 0.7574
H -2.0900 -3.8014 -2.0865
H -2.2212 -2.1331 -1.4551
H -2.7175 -1.3681 1.4230
H -5.5747 -2.1304 0.4870
H -4.2286 0.6142 0.9117
H -6.0425 2.4711 0.0857
H -8.3659 2.8823 -0.6941
H -10.0369 1.0162 -0.7073
H -9.4631 -1.1600 0.4066
H -7.2332 -1.4398 1.4536
H -4.1877 -4.2070 -1.6979
H -5.5207 -5.1627 -0.9933
H -5.6015 -3.3857 -0.9393
H -4.7953 -4.6927 2.5676
H -5.9674 -3.6720 1.6651
H -5.8731 -5.4089 1.3258
C 4.0804 7.2022 -2.1122
C 4.6983 5.8088 -2.1173
C 5.3734 5.5771 -3.4617
C 5.7628 5.7144 -0.9519
O 5.7140 4.4866 -0.2020
B 5.1126 3.3633 -0.6948
C 5.6488 2.0489 -0.0695
C 6.8711 1.9633 0.6242
C 7.1987 0.8115 1.3358
C 6.2785 -0.2387 1.4001
C 6.4946 -1.4582 2.2523
F 5.3402 -2.1422 2.5518
F 7.3237 -2.3521 1.6341
F 7.0566 -1.1156 3.4330
C 5.1217 -0.1943 0.6456
C 4.8296 0.9260 -0.1192
C -1.1462 1.1659 1.0821
C -2.2854 2.0979 1.1220
C 0.2169 1.4453 1.4014
C 0.9947 0.4779 2.1269
C 2.2754 0.7284 2.6080
C 2.8554 1.9893 2.4496
C 2.2053 2.9110 1.6161
C 0.9393 2.6521 1.0809
O 4.0352 3.4417 -1.5544
C 3.5547 4.7792 -1.8855
H 3.6265 7.3934 -1.1330
H 4.8510 7.9608 -2.2944
H 3.3051 7.2947 -2.8861
H 5.8527 4.5919 -3.4877
H 4.6375 5.6460 -4.2736
H 6.1323 6.3538 -3.6282
H 6.7897 5.7798 -1.3276
H 5.5788 6.5179 -0.2213
H 7.5558 2.8056 0.6568
H 8.1329 0.7460 1.8791
H 4.4221 -1.0171 0.6556
H 3.9123 0.9508 -0.6993
H -1.4062 0.1818 0.7268
H -3.1496 1.4816 0.9118
H -2.4758 2.5764 2.1048
H -2.2766 2.9003 0.3806
H 0.5517 -0.5190 2.2636
H 2.8148 -0.0695 3.1246
H 3.8012 2.1961 2.9646
H 2.6979 3.8777 1.4506
H 0.4504 3.3398 0.3926
H 2.9025 5.1169 -1.0614
H 2.9213 4.6454 -2.7779
```

- LUMO: -2.101 eV
- Molecular weight: 786.61 g mol⁻¹
- Total energy: -75787.8827 eV
- Gap between HOMO and LUMO: 2.83 eV
- ΔE to the lowest compared entry with this formula, charge and spin: 0.0 kJ/mol
- Charge: 0

Which value of total energy does entry 1 give? -84487.9356 eV